Molecular formula: C52H47FN2O7S
Method: DFT, ωB97M-V with the def2-TZVPD basis set

HOMO-LUMO gap in eV: 7.7
Energy relative to the best compared isomer or geometry (same formula, charge and spin) in kJ/mol: 0.0
E_LUMO in hartree: -0.0343
Calculated total energy in a.u.: -3144.00198

Last column: Mulliken charge in e.
Cartesian coordinates (Å):
S -2.5736 -5.1565 -6.8794  0.111
F 1.5297 -1.1426 -2.8977  -0.315
O -4.0470 -0.8215 -3.8288  0.445
O 2.5270 5.3979 -0.5484  -0.674
O 4.6047 -1.8495 10.2275  -0.670
O 0.9034 -4.7999 -4.2189  -0.619
O 3.7405 -1.2337 4.9774  -0.695
O -0.8346 0.6914 -3.9685  -0.353
O 4.3186 2.9383 3.8561  -0.652
N -1.2218 -5.3018 -6.0345  -0.735
N -3.0816 -3.7189 -6.3747  -0.678
C 3.5571 2.7189 1.6422  0.412
C 0.9919 -2.4126 -2.7162  -0.439
C 4.2272 5.7370 3.8902  -0.324
C 3.6316 -4.0562 8.8155  -0.576
C 3.1142 -5.1011 8.0692  -0.459
C 2.9581 4.8406 0.4393  0.425
C -7.6138 -0.5059 -3.2455  -0.865
C 2.8115 1.2249 -0.5774  -0.290
C 3.3486 7.0129 1.5807  -0.623
C -5.3572 -0.3898 -3.9358  0.640
C -6.3062 -0.9422 -3.0811  -0.208
C 3.0687 3.3566 0.4989  0.534
C -0.1274 -2.6670 -3.7169  0.487
C -1.2094 -0.4091 -3.1551  -0.258
C 3.6484 -2.6669 6.8450  0.056
C -6.0242 -1.9854 -2.0213  0.367
C -1.2139 -1.7248 -3.9139  -0.350
C 3.8465 4.9857 2.7857  0.022
C -1.1130 -4.1891 -5.3078  0.992
C 2.8501 -4.9278 6.7145  -0.498
C -1.8317 1.6620 -4.2131  -0.193
C 3.1168 -3.7146 6.1038  -0.499
C -4.6772 -1.8646 -1.3142  -1.289
C 4.1736 7.1192 3.8377  -0.602
C 3.8962 -2.8351 8.2088  0.231
C 3.9385 3.5002 2.8488  0.408
C 3.9616 -1.3788 6.1624  0.444
C 4.9056 0.9080 6.3495  -0.313
C -0.4866 -3.6879 -1.0585  -1.204
C -7.0093 1.0088 -4.9986  0.714
C 2.6904 2.6042 -0.6052  -1.209
C 5.6486 1.7942 8.4580  -0.422
C -0.2949 3.3162 -3.0471  -1.045
C 4.5595 -0.2828 6.9741  0.082
C 5.3090 0.6072 9.0861  -0.744
C 4.4378 -1.7168 9.0330  0.589
C -7.9737 0.4434 -4.1813  -1.057
C -0.0810 -3.8469 -4.4028  -0.341
C -3.4263 -1.1824 -5.0627  -1.364
C 4.7704 -0.4377 8.3470  0.404
C 3.7396 7.7574 2.6804  -0.448
C -7.3273 2.0786 -6.0047  -1.531
C 3.6820 1.3352 1.6644  -0.388
C -5.6998 0.5736 -4.8680  -0.230
C -6.2310 -3.4025 -2.5609  -1.377
C -1.2041 3.0509 -4.2556  -0.804
C -2.2261 -2.0545 -4.7804  -0.164
C 5.4517 1.9424 7.0889  -0.657
C 3.3144 0.5925 0.5552  -0.844
C -2.1740 -3.2861 -5.4923  1.197
C 0.5775 -2.6044 -1.2624  -0.315
C 3.3963 5.6259 1.6293  0.265
H -6.7868 -1.8461 -1.2566  0.617
H -2.0253 3.7641 -4.2711  0.343
H -4.7004 -2.4613 -0.4029  0.496
H 0.1683 -1.6852 -0.8564  0.227
H -3.8666 -2.2463 -1.9209  -0.104
H -2.3099 1.4968 -5.1811  0.199
H 2.9177 -3.5750 5.0504  0.473
H 3.0068 7.5037 0.6800  0.472
H -7.0742 3.0508 -5.5878  0.315
H 6.0704 2.6065 9.0354  0.387
H 1.4401 -2.8321 -0.6439  0.452
H -8.9992 0.7657 -4.2682  0.390
H -8.3661 2.0756 -6.3118  0.387
H 5.7217 2.8670 6.5960  0.424
H -4.9543 1.0104 -5.5146  0.344
H 2.5159 0.6398 -1.4394  0.581
H -2.1651 -0.2617 -2.6671  0.426
H 1.7096 -4.5442 -4.6774  0.328
H -7.2036 -3.4798 -3.0347  0.396
H 2.9142 -6.0534 8.5424  0.397
H -0.4662 -0.4797 -2.3769  0.023
H 2.4387 -5.7437 6.1349  0.397
H -4.1443 -1.7475 -5.6454  0.929
H -0.5081 4.2805 -2.5983  0.434
H -3.0906 -0.3221 -5.6349  0.150
H 5.4629 0.4853 10.1493  0.473
H -0.4871 2.5663 -2.2856  0.285
H 3.4167 -0.4847 0.5725  0.539
H -6.6920 1.9539 -6.8766  0.362
H -5.4320 -3.6953 -3.2358  0.225
H -0.2723 -4.5870 -1.6259  0.263
H 3.8341 -4.1828 9.8699  0.472
H -8.3714 -0.9433 -2.6090  0.421
H 4.0643 0.8443 2.5495  0.421
H 4.4728 7.7031 4.6982  0.414
H -0.5012 -3.9574 -0.0062  0.478
H -1.4729 -3.3090 -1.3003  0.146
H 3.7055 8.8381 2.6389  0.392
H -6.2287 -4.0789 -1.7084  0.407
H 4.7458 1.0275 5.2873  0.737
H 0.7364 3.2705 -3.3622  0.241
H 4.5664 5.2353 4.7858  0.507
H -4.4802 -0.8334 -1.0346  0.405
H -0.6715 3.1702 -5.1956  0.400
H -2.6062 1.6669 -3.4452  0.309
H 1.7832 -3.1010 -2.9735  0.512
H 2.3040 3.1016 -1.4817  0.604

Force components x, y, z for each atom (eV/Å):
S 0.05 0.27 0.22
F 0.24 0.32 0.00
O -0.18 0.15 -0.12
O 0.02 0.00 0.03
O 0.00 -0.01 -0.03
O -0.08 0.10 0.21
O 0.01 -0.02 0.01
O -0.26 -0.15 -0.03
O 0.06 0.09 0.07
N 0.11 -0.25 -0.17
N -0.16 -0.24 -0.20
C -0.04 0.09 -0.07
C -0.50 -0.30 -0.24
C 0.03 0.12 0.07
C -0.05 -0.14 0.02
C -0.01 0.03 -0.04
C -0.09 0.07 -0.17
C -0.06 -0.07 0.16
C 0.01 -0.04 0.01
C 0.00 0.14 0.04
C 0.47 -0.18 -0.01
C 0.02 0.06 0.09
C 0.05 0.01 0.10
C 0.11 0.30 0.07
C 0.32 -0.26 0.01
C 0.04 0.04 0.09
C 0.17 -0.11 -0.17
C -0.12 -0.58 -0.35
C -0.03 -0.01 -0.09
C 0.10 -0.11 0.06
C 0.01 0.01 0.04
C 0.11 0.66 -0.23
C -0.05 -0.14 -0.03
C -0.22 -0.15 0.24
C -0.02 0.01 -0.04
C 0.01 0.06 -0.10
C 0.04 -0.15 0.09
C -0.03 0.05 -0.19
C 0.02 0.09 -0.11
C 0.36 0.15 0.30
C -0.06 -0.02 -0.15
C -0.01 -0.11 -0.04
C -0.02 -0.02 -0.06
C -0.58 -0.01 -0.31
C 0.01 -0.07 0.10
C 0.06 0.13 0.03
C 0.03 0.00 0.20
C 0.01 0.14 -0.06
C 0.48 -0.25 0.07
C 0.22 -0.25 0.37
C -0.04 -0.06 -0.10
C 0.01 -0.04 0.04
C 0.36 -0.05 0.16
C 0.00 -0.14 -0.01
C -0.14 0.06 -0.04
C -0.02 0.21 0.50
C -0.03 -0.20 0.23
C -0.28 0.46 0.15
C 0.01 0.01 0.10
C -0.04 0.04 -0.04
C -0.28 0.38 0.06
C -0.37 -0.19 0.21
C 0.04 -0.09 0.05
H -0.16 0.14 0.08
H -0.15 0.10 -0.09
H -0.04 -0.02 0.13
H 0.04 0.34 -0.10
H 0.18 0.07 -0.17
H -0.15 -0.20 -0.05
H 0.04 0.09 0.00
H -0.03 -0.09 -0.05
H -0.15 0.22 0.04
H 0.00 0.00 0.00
H 0.32 -0.04 -0.10
H -0.19 -0.01 0.00
H -0.16 0.01 0.00
H -0.02 0.00 -0.03
H 0.24 -0.04 -0.03
H 0.00 0.00 0.00
H -0.30 0.16 -0.13
H 0.03 0.02 -0.09
H -0.05 -0.12 -0.28
H -0.01 0.00 0.00
H 0.11 0.12 0.19
H 0.00 0.00 0.00
H -0.07 -0.03 -0.27
H 0.18 0.22 -0.02
H -0.16 0.28 -0.05
H -0.03 -0.10 0.00
H 0.20 -0.14 0.16
H -0.01 -0.01 0.01
H -0.05 -0.02 -0.24
H 0.02 -0.02 -0.25
H -0.05 -0.14 -0.15
H 0.02 0.10 0.01
H -0.11 0.02 0.07
H -0.02 0.06 0.05
H 0.00 0.00 0.00
H -0.06 -0.09 0.14
H -0.19 -0.08 -0.25
H 0.00 0.00 0.00
H 0.07 -0.26 0.00
H -0.06 -0.04 0.01
H 0.36 -0.02 0.22
H -0.01 -0.09 -0.04
H 0.17 0.12 0.00
H 0.18 0.06 -0.06
H -0.04 -0.30 0.19
H 0.26 -0.18 0.18
H -0.01 0.11 -0.01